--- one ---
C52H45BBr2CsN11OS | ωB97M-V/def2-TZVPD

HOMO   -3.0 eV
Multiplicity   1
HOMO-LUMO gap   6.242 eV
Total charge   -2

Geometry as XYZ:
```
114
C52H45BBr2CsN11OS (ωB97M-V/def2-TZVPD)
Cs 0.752 0.820 0.242
C -4.739 -4.293 -0.404
C -3.637 -3.682 0.400
C -3.319 -3.943 1.712
C -2.145 -3.201 1.955
N -1.798 -2.516 0.870
N -2.715 -2.813 -0.080
B -2.540 -2.326 -1.559
N -1.087 -2.645 -2.000
N -0.348 -1.818 -2.763
C 0.780 -2.455 -3.037
C 0.773 -3.738 -2.451
C -0.433 -3.814 -1.790
C -0.975 -4.959 -1.001
C 1.844 -1.791 -3.810
C 3.008 -2.472 -4.159
C 4.030 -1.828 -4.844
C 3.904 -0.492 -5.190
C 2.741 0.191 -4.856
C 1.721 -0.450 -4.174
N -2.918 -0.836 -1.742
N -2.027 0.176 -1.671
C -2.690 1.291 -1.942
C -4.051 1.013 -2.173
C -4.154 -0.353 -2.041
C -5.380 -1.191 -2.181
C -1.968 2.569 -2.041
C -0.585 2.542 -2.194
C 0.153 3.711 -2.268
C -0.498 4.938 -2.242
C -1.879 4.976 -2.111
C -2.612 3.802 -2.003
C -1.369 -3.166 3.209
C -1.855 -3.837 4.331
C -1.158 -3.831 5.530
C 0.042 -3.143 5.624
C 0.530 -2.470 4.512
C -0.161 -2.478 3.311
H -5.285 -4.998 0.225
H -4.352 -4.831 -1.270
H -5.443 -3.554 -0.777
H -3.846 -4.610 2.373
H -3.326 -2.978 -2.209
H 1.530 -4.506 -2.485
H -0.354 -5.838 -1.181
H -1.996 -5.201 -1.297
H -0.977 -4.753 0.072
H 3.118 -3.516 -3.886
H 4.938 -2.368 -5.088
H 4.712 0.037 -5.679
H 2.655 1.243 -5.097
H 0.824 0.083 -3.890
H -4.840 1.695 -2.446
H -6.172 -0.595 -2.637
H -5.743 -1.534 -1.210
H -5.202 -2.070 -2.799
H -0.106 1.573 -2.226
H 1.233 3.651 -2.333
H 0.066 5.861 -2.289
H -2.386 5.934 -2.067
H -3.688 3.843 -1.875
H -2.796 -4.368 4.267
H -1.556 -4.355 6.391
H 0.591 -3.122 6.558
H 1.455 -1.915 4.591
H 0.218 -1.932 2.459
Br 6.419 -4.093 0.888
C 4.825 -3.066 0.954
C 3.899 -3.167 -0.061
C 2.757 -2.382 0.043
N 2.525 -1.575 1.069
C 3.435 -1.478 2.037
C 4.616 -2.211 2.021
C 3.126 -0.501 3.132
C 3.793 -0.522 4.355
C 3.420 0.425 5.291
Br 4.273 0.430 6.989
C 2.441 1.357 5.013
C 1.842 1.301 3.758
N 2.178 0.386 2.855
H 4.050 -3.811 -0.915
H 2.001 -2.414 -0.735
H 5.368 -2.102 2.788
H 4.546 -1.260 4.587
H 2.152 2.109 5.733
H 1.092 2.026 3.442
C -3.866 -0.141 2.157
S -2.324 0.651 1.677
C -2.742 2.305 2.220
O -1.266 0.161 2.612
H -4.685 0.363 1.643
H -3.973 -0.063 3.240
H -3.820 -1.185 1.855
H -3.527 2.694 1.568
H -1.829 2.902 2.115
H -3.066 2.278 3.262
N 5.652 2.611 -4.552
C 5.385 1.954 -3.629
N 5.195 1.148 -2.603
C 4.046 1.233 -1.979
N 3.076 1.210 -1.332
C 0.379 3.717 1.763
C 0.546 4.792 1.183
C 0.794 6.029 0.516
C 1.972 6.225 -0.222
C 2.186 7.394 -0.934
C 1.236 8.409 -0.931
C 0.070 8.237 -0.194
C -0.148 7.069 0.519
H 2.702 5.426 -0.246
H 3.098 7.505 -1.509
H 1.399 9.317 -1.499
H -0.683 9.017 -0.183
H -1.066 6.927 1.074
```

---

--- two ---
C52H45BBr2CsN11OS | ωB97M-V/def2-TZVPD

HOMO   -2.1 eV
Multiplicity   1
HOMO-LUMO gap   5.350 eV
Total charge   -2

Geometry as XYZ:
```
114
C52H45BBr2CsN11OS (ωB97M-V/def2-TZVPD)
Cs -0.522 -1.983 0.222
C -1.712 6.212 -0.274
C -2.098 4.861 0.238
C -3.187 4.509 0.996
C -3.055 3.120 1.183
N -1.965 2.658 0.582
N -1.387 3.734 -0.001
B -0.069 3.643 -0.813
N -0.258 2.851 -2.130
N -0.529 1.515 -2.207
C -0.616 1.247 -3.510
C -0.410 2.411 -4.277
C -0.181 3.400 -3.362
C 0.099 4.849 -3.607
C -0.919 -0.094 -4.052
C -0.487 -0.427 -5.335
C -0.787 -1.661 -5.893
C -1.491 -2.605 -5.165
C -1.919 -2.299 -3.882
C -1.658 -1.047 -3.345
N 1.056 3.089 0.100
N 1.086 3.602 1.344
C 2.242 3.235 1.871
C 2.978 2.451 0.961
C 2.194 2.402 -0.174
C 2.502 1.744 -1.482
C 2.611 3.718 3.213
C 3.927 3.656 3.665
C 4.272 4.129 4.924
C 3.307 4.683 5.754
C 1.990 4.755 5.308
C 1.644 4.277 4.055
C -3.991 2.226 1.886
C -4.136 0.896 1.495
C -5.057 0.067 2.118
C -5.847 0.552 3.154
C -5.703 1.873 3.561
C -4.782 2.701 2.931
H -2.451 6.943 0.056
H -1.672 6.236 -1.364
H -0.732 6.517 0.094
H -3.978 5.159 1.339
H 0.250 4.762 -1.142
H -0.437 2.514 -5.351
H 0.130 5.030 -4.682
H 1.052 5.157 -3.175
H -0.671 5.489 -3.173
H 0.102 0.289 -5.898
H -0.432 -1.901 -6.887
H -1.703 -3.577 -5.596
H -2.480 -3.020 -3.299
H -2.068 -0.775 -2.384
H 3.934 1.971 1.103
H 3.553 1.457 -1.493
H 2.316 2.410 -2.326
H 1.897 0.849 -1.638
H 4.687 3.228 3.022
H 5.301 4.063 5.260
H 3.575 5.049 6.738
H 1.226 5.182 5.949
H 0.623 4.327 3.695
H -3.522 0.525 0.683
H -5.165 -0.957 1.790
H -6.567 -0.098 3.637
H -6.310 2.260 4.373
H -4.668 3.730 3.253
Br 6.306 -5.152 -0.167
C 4.536 -4.443 0.082
C 3.557 -4.878 -0.716
C 2.181 -4.233 -0.571
N 1.982 -3.439 0.638
C 3.026 -3.166 1.386
C 4.353 -3.540 1.162
C 2.674 -2.506 2.693
C 3.445 -2.753 3.831
C 2.993 -2.264 5.037
Br 3.996 -2.602 6.619
C 1.820 -1.546 5.122
C 1.148 -1.324 3.928
N 1.551 -1.785 2.751
H 3.704 -5.623 -1.485
H 1.416 -5.019 -0.573
H 5.172 -3.231 1.789
H 4.344 -3.346 3.763
H 1.447 -1.158 6.057
H 0.241 -0.724 3.919
C -3.201 -1.891 4.513
S -1.978 -2.664 3.459
C -3.015 -4.016 2.906
O -1.833 -1.748 2.280
H -3.529 -2.596 5.279
H -4.028 -1.577 3.873
H -2.730 -1.023 4.973
H -3.338 -4.596 3.772
H -2.422 -4.636 2.234
H -3.866 -3.604 2.360
N -5.741 -7.324 -0.496
C -5.232 -6.307 -0.245
N -4.746 -5.144 0.111
C -3.641 -4.606 -0.311
N -2.672 -4.014 -0.590
C 1.971 -3.523 -1.884
C 2.034 -3.314 -3.070
C 2.111 -3.117 -4.489
C 2.715 -1.978 -5.024
C 2.866 -1.839 -6.395
C 2.421 -2.834 -7.255
C 1.811 -3.968 -6.731
C 1.655 -4.108 -5.362
H 3.058 -1.203 -4.351
H 3.333 -0.947 -6.794
H 2.549 -2.729 -8.325
H 1.450 -4.746 -7.394
H 1.175 -4.986 -4.947
```

---

The data favor one; the next most stable structure lies 0.750 eV above it.

---

--- one ---
C4H7IN2O | ωB97M-V/def2-TZVPD

HOMO   -7.5 eV
Multiplicity   1
HOMO-LUMO gap   7.471 eV

Geometry as XYZ:
```
15
C4H7IN2O (ωB97M-V/def2-TZVPD)
C 0.088 3.053 -0.928
C 0.650 -1.161 -0.703
C 0.292 -1.478 0.811
C 0.662 -0.078 0.308
N -2.071 1.919 -0.560
N -0.840 2.491 -0.432
O 1.209 3.463 -1.063
I 2.680 0.625 0.895
H 1.627 -1.610 -1.039
H 0.037 -1.138 -1.608
H -0.658 -1.688 1.250
H 1.149 -2.042 1.213
H -2.544 2.000 0.346
H -2.141 0.989 -0.893
H 2.027 2.067 0.872
```

---

--- two ---
C4H7IN2O | ωB97M-V/def2-TZVPD

HOMO   -9.3 eV
Multiplicity   1
HOMO-LUMO gap   9.501 eV

Geometry as XYZ:
```
15
C4H7IN2O (ωB97M-V/def2-TZVPD)
N 1.593 0.972 -1.635
N 0.484 0.532 -1.018
C -0.162 -0.642 -1.156
O 0.046 -1.444 -2.064
C -1.250 -0.798 -0.058
C -0.583 -0.127 1.210
C 0.086 1.066 0.613
I -1.363 2.687 0.402
H 1.500 1.499 -2.459
H 2.159 0.147 -1.784
H -2.195 -0.369 -0.394
H -1.676 -1.748 0.192
H -1.534 0.198 1.876
H 0.168 -0.634 1.752
H 1.000 1.266 1.026
```

---

The data favor two; the next most stable structure lies 4.897 eV above it.

---

--- one ---
C9H19N2 | ωB97M-V/def2-TZVPD

HOMO   -12.3 eV
Multiplicity   1
HOMO-LUMO gap   7.119 eV
Total charge   +1

Geometry as XYZ:
```
30
C9H19N2 (ωB97M-V/def2-TZVPD)
C -4.136 1.861 -0.129
C -3.203 -0.461 -0.001
C 1.692 -1.721 1.438
C 0.276 -2.022 -0.579
C 2.643 0.509 -0.345
C 0.199 0.551 -1.448
C 0.502 1.059 1.002
C 1.013 -1.157 0.226
C 1.061 0.234 -0.137
N -3.465 0.707 -0.066
N -2.906 -1.642 0.036
H -5.125 1.762 -0.517
H -3.611 2.611 -0.761
H 2.059 -2.770 1.260
H 0.914 -1.913 2.146
H 2.513 -1.142 1.752
H 0.307 -3.160 -0.327
H 0.663 -1.852 -1.634
H -4.378 2.284 0.861
H 2.789 0.055 -1.323
H 2.785 1.592 -0.521
H 3.347 0.205 0.418
H 0.340 1.687 -1.559
H -0.870 0.329 -1.313
H 0.647 0.043 -2.314
H 0.395 2.110 0.766
H -0.446 0.720 1.173
H 1.000 0.765 1.950
H -3.175 -2.311 0.800
H -0.848 -1.729 -0.881
```

---

--- two ---
C9H19N2 | ωB97M-V/def2-TZVPD

HOMO (alpha / beta)   -13.3 / -12.9 eV
Multiplicity   1
HOMO-LUMO gap (alpha / beta)   8.525 / 8.872 eV
Total charge   +1

Geometry as XYZ:
```
30
C9H19N2 (ωB97M-V/def2-TZVPD)
C -0.628 0.328 -1.209
C 0.546 -0.751 -1.219
C -0.694 0.967 0.273
C 0.806 -1.522 -0.012
C -0.494 1.238 -2.413
C 0.647 1.802 0.571
C -1.942 1.965 0.217
C 1.074 -1.368 2.564
C 1.620 -1.881 1.178
N -1.023 -0.055 1.293
N 0.243 -2.205 -1.121
H -1.477 -0.314 -1.373
H 1.239 -0.544 -2.043
H 0.306 1.818 -2.300
H -1.377 1.883 -2.408
H -0.574 0.590 -3.379
H 1.514 1.217 0.260
H 0.633 2.029 1.709
H 0.573 2.673 -0.121
H -2.129 2.115 1.242
H -2.783 1.364 -0.085
H -1.676 2.784 -0.413
H 0.050 -1.869 2.743
H 0.985 -0.261 2.468
H 1.758 -1.688 3.349
H 1.733 -2.996 1.166
H 2.665 -1.320 1.135
H -1.855 -0.638 1.061
H -0.654 -2.627 -1.387
H 0.916 -2.735 -1.749
```

---

The data favor one; the next most stable structure lies 2.709 eV above it.

---

--- one ---
C3HF2NO | ωB97M-V/def2-TZVPD

HOMO   -11.5 eV
Multiplicity   1
HOMO-LUMO gap   11.159 eV

Geometry as XYZ:
```
8
C3HF2NO (ωB97M-V/def2-TZVPD)
N 2.346 1.011 0.017
C 1.378 0.366 0.003
C 0.209 -0.443 -0.006
F 0.144 -1.258 1.105
F 0.192 -1.277 -1.094
C -1.114 0.343 0.004
O -1.139 1.531 -0.018
H -2.016 -0.273 -0.012
```

---

--- two ---
C3HF2NO | ωB97M-V/def2-TZVPD

HOMO   -9.9 eV
Multiplicity   1
HOMO-LUMO gap   10.659 eV

Geometry as XYZ:
```
8
C3HF2NO (ωB97M-V/def2-TZVPD)
F 2.097 -1.002 -0.118
C 0.955 -0.332 0.030
C 0.504 0.923 0.098
N -0.826 0.869 -0.071
C -1.184 -0.322 0.085
F -2.418 -0.895 -0.105
O -0.175 -1.161 0.177
H 1.047 1.920 -0.095
```

---

The data favor one; the next most stable structure lies 0.166 eV above it.

---

--- one ---
CH4ClN2O | ωB97M-V/def2-TZVPD

HOMO   -16.4 eV
Multiplicity   1
HOMO-LUMO gap   10.195 eV
Total charge   +1

Geometry as XYZ:
```
9
CH4ClN2O (ωB97M-V/def2-TZVPD)
N 0.118 1.372 0.285
C -0.217 -0.313 -0.018
N 0.825 -1.045 0.155
O -1.450 -0.723 0.028
Cl -2.821 0.339 0.023
H 1.153 1.493 0.255
H -0.160 1.757 -0.685
H 1.776 -0.865 -0.098
H 0.776 -2.014 0.055
```

---

--- two ---
CH4ClN2O | ωB97M-V/def2-TZVPD

HOMO   -15.6 eV
Multiplicity   1
HOMO-LUMO gap   10.876 eV
Total charge   +1

Geometry as XYZ:
```
9
CH4ClN2O (ωB97M-V/def2-TZVPD)
N 0.181 -1.322 -0.022
C 0.710 -0.042 -0.119
Cl 2.342 0.048 -0.075
N -0.145 1.016 -0.186
O -1.367 0.657 0.257
H -0.753 -1.458 -0.017
H 0.902 -2.075 -0.121
H 0.262 1.895 0.230
H -2.131 1.281 0.054
```

---

The data favor two; the next most stable structure lies 1.766 eV above it.

---

--- one ---
C4H10NO3S | ωB97M-V/def2-TZVPD

HOMO   -4.5 eV
Multiplicity   1
HOMO-LUMO gap   7.519 eV
Total charge   -1

Geometry as XYZ:
```
19
C4H10NO3S (ωB97M-V/def2-TZVPD)
O 1.240 2.689 -0.358
C 1.045 1.462 -0.566
O 1.507 0.756 -1.516
C 0.120 0.700 0.443
C -0.203 -0.779 -0.064
C -0.337 -1.597 1.330
S -1.616 -2.938 1.051
N 0.966 0.589 1.690
H -0.773 1.366 0.650
H 0.634 -1.006 -0.709
H -1.188 -0.700 -0.582
H 0.457 -2.107 1.833
H -0.818 -0.840 2.018
H -2.458 -2.139 0.411
H 1.897 0.648 1.679
H 0.695 1.206 2.295
H -0.847 0.284 -3.218
H 0.323 1.221 -3.126
O -0.644 1.186 -3.261
```

---

--- two ---
C4H10NO3S | ωB97M-V/def2-TZVPD

HOMO   -3.8 eV
Multiplicity   1
HOMO-LUMO gap   6.834 eV
Total charge   -1

Geometry as XYZ:
```
19
C4H10NO3S (ωB97M-V/def2-TZVPD)
O -2.182 1.535 -2.370
C -1.412 0.637 -2.125
O -1.640 -0.316 -1.255
N -0.140 0.529 -2.781
S 0.122 -0.562 -3.997
H -0.729 -0.516 -0.832
H 0.600 1.135 -2.475
H -0.456 0.077 -5.040
C -0.508 -0.940 2.079
C 0.795 -0.521 1.368
C 1.384 0.682 2.131
O 0.574 -0.202 0.068
H -1.231 -0.121 2.035
H -0.940 -1.813 1.584
H -0.342 -1.199 3.133
H 1.513 -1.363 1.530
H 0.686 1.522 2.085
H 2.329 0.986 1.675
H 1.577 0.449 3.187
```

---

The data favor two; the next most stable structure lies 0.170 eV above it.